# 1
{"formula": "C3H11N2O", "method": "ωB97M-V/def2-TZVPD", "elements": ["N", "C", "C", "O", "C", "N", "H", "H", "H", "H", "H", "H", "H", "H", "H", "H", "H"], "positions_angstrom": [[-0.45008, 0.22525, -1.33733], [-0.12742, -0.37602, 0.02062], [-1.28656, -0.11715, 0.98419], [-2.51956, -0.10493, 0.29756], [1.20443, 0.12937, 0.55008], [2.14362, 0.45347, -0.52550], [0.28901, -0.04435, -2.01706], [-1.35632, -0.17918, -1.65391], [-0.47589, 1.25785, -1.28056], [-0.09153, -1.45749, -0.18716], [-1.23435, -0.87127, 1.76615], [-1.15562, 0.86306, 1.44288], [-3.07278, -0.86031, 0.53364], [1.60520, -0.62181, 1.24173], [1.03553, 1.02202, 1.15287], [2.62878, -0.39166, -0.82090], [2.86353, 1.07314, -0.16730]], "mulliken_charge": [-1.604, -1.065, -0.560, 0.043, -0.401, -0.754, 0.786, 0.709, 0.913, -0.267, 0.284, 0.276, 0.198, 0.347, 0.467, 0.374, 0.253], "spin_multiplicity": 2, "e_tot_ha": -305.5200, "e_lumo_ha": [0.0336, 0.0231], "gap_ev": [3.958, 10.802], "homo_ev": [-3.04, -10.17]}

***

# 2
{"formula": "C3H6N2O", "method": "ωB97M-V/def2-TZVPD", "elements": ["H", "N", "C", "C", "N", "C", "O", "H", "H", "H", "H", "H"], "positions_angstrom": [[-1.21747, 0.96270, -1.76562], [-1.17657, 0.08003, -1.32328], [-0.52704, -0.06409, -0.26511], [-1.18915, 0.65573, 0.91040], [0.85687, -0.33890, -0.47154], [1.82518, -1.11123, 0.11692], [2.94385, -1.22049, -0.33316], [-1.56661, 1.63013, 0.52964], [-0.47255, 0.84969, 1.68996], [-2.08332, 0.13213, 1.26637], [1.14046, 0.04807, -1.37374], [1.46636, -1.62378, 1.01917]], "mulliken_charge": [0.229, -0.755, 0.499, -0.853, -0.160, 0.128, -0.532, 0.268, 0.335, 0.262, 0.275, 0.304], "e_tot_ha": -302.5790, "smiles": "[H]/N=C(/C)NC=O", "e_lumo_ha": -0.0043, "gap_ev": 8.485, "homo_ev": -8.60}

***

# 3
{"formula": "C12H33Ag2FeN8O18", "method": "ωB97M-V/def2-TZVPD", "elements": ["Ag", "Ag", "Fe", "N", "O", "O", "O", "N", "O", "O", "O", "N", "O", "O", "O", "N", "O", "O", "O", "N", "O", "O", "O", "C", "C", "C", "O", "C", "N", "H", "H", "H", "H", "H", "H", "H", "H", "H", "H", "H", "C", "C", "C", "O", "C", "N", "H", "H", "H", "H", "H", "H", "H", "H", "H", "H", "H", "C", "C", "C", "O", "C", "N", "H", "H", "H", "H", "H", "H", "H", "H", "H", "H", "H"], "positions_angstrom": [[-1.94362, 1.16647, -2.84196], [1.37866, -3.68675, -2.21354], [3.26346, 1.31967, -2.02685], [0.60641, -0.38230, -1.20285], [1.52517, 0.50813, -1.28940], [0.86054, -1.58555, -1.16910], [-0.54062, 0.02688, -1.22382], [4.12154, -1.74420, -3.06569], [3.36035, -2.66421, -2.83596], [5.22577, -1.83613, -3.55213], [3.73456, -0.55272, -2.75933], [1.03974, 2.22762, -4.36070], [-0.04993, 2.08654, -3.81922], [2.12378, 1.88566, -3.76336], [1.15444, 2.67135, -5.48603], [2.34451, -3.94640, 1.00849], [2.46615, -3.86287, -0.20620], [1.27499, -4.21559, 1.52028], [3.35866, -3.75686, 1.67868], [-0.31289, -1.54064, -4.62123], [-0.97913, -0.62566, -4.10480], [-0.25223, -1.64573, -5.84797], [0.37611, -2.32983, -3.92610], [-4.70626, 2.45328, -1.48074], [-3.95508, 1.74386, -0.36726], [-4.96175, 1.30826, 0.66732], [-5.91960, 0.39600, 0.11393], [-6.93698, 0.09088, 1.07809], [-3.29380, 0.57326, -0.99134], [-5.53103, 1.88490, -1.90875], [-4.05237, 2.88293, -2.24778], [-5.23883, 3.37824, -1.22392], [-3.25288, 2.42876, 0.10750], [-5.49287, 2.20173, 1.01070], [-4.50477, 0.77027, 1.50410], [-7.74417, 0.79998, 0.89034], [-6.54654, 0.05315, 2.09412], [-7.32122, -0.89335, 0.81069], [-3.88070, -0.26793, -0.96923], [-2.76629, 0.15555, -0.21011], [-2.12383, -3.95759, 2.35463], [-2.17620, -2.54202, 1.66399], [-1.43019, -1.41861, 2.33088], [-1.72652, -0.20112, 1.65759], [-0.98924, 0.89564, 2.14265], [-1.69855, -2.82493, 0.24974], [-1.19025, -4.50670, 2.43567], [-2.97326, -4.54454, 2.01960], [-2.36934, -3.67536, 3.38742], [-3.24706, -2.34206, 1.58468], [-0.34778, -1.58930, 2.28312], [-1.76020, -1.33520, 3.37182], [-1.07542, 0.96397, 3.23311], [-1.29450, 1.80871, 1.64187], [0.09650, 0.76308, 2.03998], [-1.27681, -1.93488, -0.01688], [-0.89071, -3.39510, 0.49063], [3.17874, 0.13313, 1.58675], [3.72828, 1.46178, 1.01532], [4.74563, 2.10454, 1.92013], [4.96409, 3.39128, 1.35911], [6.08585, 4.03546, 1.94742], [4.38086, 1.20940, -0.32773], [2.46933, 0.34992, 2.38311], [4.02317, -0.47328, 1.92041], [2.61454, -0.47252, 0.87529], [2.91310, 2.16886, 0.86323], [5.62986, 1.47925, 2.08854], [4.31773, 2.34587, 2.89975], [5.95118, 4.20738, 3.01640], [6.39968, 4.95880, 1.46357], [6.99578, 3.43691, 1.81857], [4.79274, 0.27703, -0.22371], [5.25151, 1.74558, -0.24548]], "mulliken_charge": [0.499, 0.658, 0.594, 0.141, -0.017, 0.223, 0.191, 0.544, -0.369, -0.502, -0.254, 0.749, -0.368, -0.396, -0.462, 1.104, -0.353, -0.437, -0.379, 0.473, -0.393, -0.561, -0.459, -1.682, 0.964, -0.679, -0.375, -0.788, -0.203, 0.357, 0.326, 0.429, 0.103, 0.473, 0.333, 0.290, 0.325, 0.262, 0.200, -0.013, -1.358, 0.271, -0.641, 0.060, -0.540, -0.594, 0.297, 0.339, 0.404, 0.164, 0.218, 0.508, 0.400, 0.213, -0.156, 0.107, 0.278, -1.340, 0.568, -1.027, -0.309, -0.819, -0.271, 0.373, 0.535, 0.015, 0.158, 0.395, 0.571, 0.317, 0.284, 0.340, 0.369, 0.326], "spin_multiplicity": 7, "e_tot_ha": -3825.9103, "e_lumo_ha": [-0.1517, -0.2870], "gap_ev": [6.549, 2.842], "homo_ev": [-10.68, -10.65], "total_charge": 1}

***

# 4
{"formula": "C33H29N10RhTe", "method": "ωB97M-V/def2-TZVPD", "elements": ["Rh", "C", "C", "N", "C", "C", "N", "C", "C", "C", "C", "C", "N", "C", "C", "N", "C", "C", "N", "C", "C", "C", "N", "C", "C", "H", "H", "H", "H", "H", "H", "H", "H", "H", "H", "H", "H", "N", "C", "C", "N", "C", "C", "N", "C", "C", "N", "H", "H", "H", "H", "H", "H", "C", "C", "C", "C", "C", "C", "Te", "C", "C", "C", "H", "H", "H", "H", "H", "H", "H", "H", "H", "H", "H"], "positions_angstrom": [[0.56358, 0.12646, -0.23051], [0.14512, -3.35495, 2.31034], [0.58296, -2.52265, 1.30605], [0.20679, -1.23219, 1.25588], [-0.63284, -0.76570, 2.24273], [-1.08352, -1.66477, 3.22375], [-0.70522, -2.91909, 3.25932], [-1.02408, 0.61008, 2.09141], [-1.58714, 1.44232, 3.04682], [-1.78033, 2.80146, 2.78404], [-1.43412, 3.26967, 1.49480], [-0.89569, 2.41638, 0.56548], [-0.70186, 1.10176, 0.85886], [-0.41750, 2.76666, -0.76514], [-0.74956, 3.92942, -1.46663], [-0.29779, 4.17370, -2.67909], [0.49428, 3.26285, -3.24499], [0.81706, 2.08647, -2.59820], [0.36790, 1.82574, -1.36534], [-2.27272, 3.72642, 3.82577], [-2.29183, 3.35732, 5.17189], [-2.77148, 4.25136, 6.11896], [-3.20815, 5.45902, 5.79979], [-3.18183, 5.83622, 4.53175], [-2.72654, 5.00815, 3.51484], [0.47065, -4.38495, 2.36986], [1.24436, -2.87598, 0.52401], [-1.79168, -1.34366, 3.98008], [-1.86338, 1.01876, 4.00108], [-1.55003, 4.30911, 1.22730], [-1.41307, 4.66831, -1.03339], [0.87217, 3.47919, -4.23562], [1.44327, 1.34329, -3.07331], [-1.92164, 2.39855, 5.50726], [-2.80252, 3.98345, 7.16841], [-3.54244, 6.83527, 4.31763], [-2.75309, 5.37780, 2.49902], [4.58744, 0.03531, 1.44575], [4.20829, 0.63677, 2.61278], [2.90225, 1.00209, 2.44063], [2.49670, 0.65736, 1.18634], [3.52708, 0.07238, 0.60222], [3.39510, -0.49402, -0.72121], [2.20029, -0.69080, -1.26302], [2.41404, -1.21251, -2.51377], [3.75236, -1.33825, -2.72708], [4.35719, -0.87726, -1.58696], [5.50257, -0.34319, 1.26653], [4.87280, 0.72958, 3.45404], [2.25191, 1.50564, 3.13584], [1.59882, -1.46951, -3.16740], [4.30602, -1.70857, -3.57190], [5.35274, -0.81670, -1.45155], [-3.54862, -5.83725, -5.92995], [-3.11128, -4.86326, -4.88853], [-3.47997, -5.02489, -3.54801], [-3.08420, -4.13925, -2.56918], [-3.52463, -4.34913, -1.14628], [-2.27416, -3.04139, -2.94704], [-1.64727, -1.75169, -1.42261], [-1.90132, -2.84112, -4.29281], [-1.06593, -1.67177, -4.74348], [-2.32630, -3.75716, -5.23187], [-4.16808, -6.62480, -5.50826], [-2.68030, -6.29359, -6.40955], [-4.11340, -5.32947, -6.71406], [-4.09968, -5.86843, -3.26971], [-4.11393, -5.25716, -1.05209], [-4.14373, -3.51311, -0.80892], [-2.66639, -4.43866, -0.47296], [-0.97176, -0.91411, -3.96093], [-1.51451, -1.19783, -5.61552], [-0.06991, -2.00935, -5.03703], [-2.04755, -3.60705, -6.26897]], "mulliken_charge": [0.552, -0.515, -0.602, 0.492, -0.147, -0.527, -0.614, 0.141, -0.485, 0.961, -0.311, -0.095, -0.074, 0.037, -0.393, -0.550, -0.517, -0.310, 0.200, 0.990, -0.493, -0.446, -0.573, -0.418, -0.528, 0.417, 0.470, 0.443, 0.336, 0.378, 0.453, 0.404, 0.451, 0.316, 0.379, 0.382, 0.320, -0.105, -0.678, -0.338, 0.211, 0.027, 0.175, 0.682, -0.757, -0.614, -0.102, 0.181, 0.429, 0.480, 0.396, 0.434, 0.190, -1.452, 0.595, -0.959, 0.734, -2.024, 0.340, 0.714, 1.088, -1.663, -0.660, 0.365, 0.361, 0.369, 0.321, 0.385, 0.429, 0.410, 0.238, 0.439, 0.333, 0.499], "spin_multiplicity": 5, "e_tot_ha": -2200.5339, "e_lumo_ha": [-0.2067, -0.3199], "gap_ev": [4.722, 4.548], "homo_ev": [-10.35, -13.25], "total_charge": 2}

***

Number 3 is which compound?
C12H33Ag2FeN8O18